1.
{"formula": "C20H33ClN2O4", "method": "ωB97M-V/def2-TZVPD", "elements": ["C", "N", "C", "C", "O", "C", "N", "C", "O", "C", "C", "C", "C", "O", "C", "C", "C", "C", "C", "O", "C", "Cl", "C", "C", "C", "C", "C", "H", "H", "H", "H", "H", "H", "H", "H", "H", "H", "H", "H", "H", "H", "H", "H", "H", "H", "H", "H", "H", "H", "H", "H", "H", "H", "H", "H", "H", "H", "H", "H", "H"], "xyz": [[-3.33082, -3.32426, -2.27665], [-2.35539, -2.72846, -1.36197], [-1.18698, -2.13437, -1.97318], [-1.44985, -0.80372, -2.67480], [-2.09471, -1.06979, -3.89332], [-2.07823, 0.27760, -1.76182], [-0.75094, 0.86765, -1.65126], [-0.39499, 2.00258, -0.99951], [-1.18844, 2.59719, -0.29083], [1.05630, 2.40577, -1.12889], [1.83434, 1.79552, 0.03143], [1.63758, 2.36497, 1.45164], [3.13480, 2.14207, 1.70883], [3.28952, 0.90542, 2.38675], [3.36123, 2.05976, 0.16789], [4.27310, 0.96490, -0.34914], [3.77864, 3.42076, -0.37185], [-0.16917, 0.07605, -2.73320], [-2.76751, -2.67904, -0.05707], [-3.89568, -3.05157, 0.21010], [-1.89151, -2.22986, 1.15704], [-1.64233, -3.80374, 2.04872], [-2.78330, -1.31560, 2.00696], [-2.13792, -0.85013, 3.30379], [-0.79016, -0.19266, 3.04971], [0.12466, -1.15696, 2.30593], [-0.50240, -1.60552, 0.98516], [-3.66731, -4.27995, -1.88038], [-4.20611, -2.68495, -2.39767], [-2.85616, -3.45772, -3.24430], [-0.41178, -1.98642, -1.23889], [-0.79339, -2.82495, -2.72395], [-2.38992, -0.24208, -4.28724], [-2.79522, 0.92527, -2.27622], [-2.51793, -0.05534, -0.82235], [1.47825, 2.07143, -2.08114], [1.10085, 3.49377, -1.09462], [1.66887, 0.71267, 0.04442], [1.36166, 3.41864, 1.43349], [0.96869, 1.83314, 2.12460], [3.68452, 2.93568, 2.22634], [4.22788, 0.69855, 2.44438], [5.31976, 1.16539, -0.10305], [3.99894, -0.00556, 0.06660], [4.20354, 0.89727, -1.43804], [4.80786, 3.63847, -0.07706], [3.73163, 3.44686, -1.46270], [3.14785, 4.22519, 0.01083], [0.77654, -0.41890, -2.50154], [-0.07850, 0.62561, -3.67516], [-3.01835, -0.44386, 1.38246], [-3.72252, -1.83096, 2.19309], [-2.81972, -0.16155, 3.80689], [-2.00669, -1.70817, 3.96909], [-0.92574, 0.71229, 2.44510], [-0.32925, 0.12289, 3.98800], [1.09098, -0.69081, 2.10215], [0.32060, -2.03136, 2.93146], [0.16974, -2.31345, 0.49912], [-0.59939, -0.72171, 0.34583]], "gap_ev": 9.72, "total_charge": 0, "relative_energy_kcal_mol": 6.1, "energy_ev": -44968.2324, "lumo_ha": 0.013, "smiles": "CN(CC1(O)CN(C(=O)C[C@@H]2C[C@@H](O)C2(C)C)C1)C(=O)C1(Cl)CCCCC1"}

=====

2.
{"formula": "C20H33F9O24S6", "method": "ωB97M-V/def2-TZVPD", "elements": ["C", "C", "O", "C", "C", "O", "S", "O", "O", "C", "C", "C", "F", "F", "C", "F", "F", "C", "F", "F", "C", "F", "F", "F", "H", "H", "H", "H", "H", "H", "H", "H", "H", "H", "H", "H", "H", "C", "C", "O", "S", "O", "O", "O", "H", "H", "H", "H", "C", "C", "O", "S", "O", "O", "O", "H", "H", "H", "H", "C", "C", "O", "S", "O", "O", "O", "H", "H", "H", "H", "C", "C", "O", "S", "O", "O", "O", "H", "H", "H", "H", "C", "C", "O", "S", "O", "O", "O", "H", "H", "H", "H"], "xyz": [[-4.47451, -1.87080, 4.69437], [-4.04782, -1.36011, 3.29015], [-3.84745, -2.42639, 2.38078], [-4.54084, -2.24445, 1.16652], [-3.68886, -2.56331, -0.09374], [-4.48462, -2.11742, -1.21332], [-3.65228, -2.01487, -2.63202], [-2.28759, -2.43632, -2.43017], [-3.67781, -0.36575, -2.88404], [-2.34228, 0.21260, -2.86548], [-2.53888, 1.73696, -3.04221], [-1.63203, 2.39507, -4.07333], [-1.89621, 3.72099, -4.16518], [-1.94685, 1.84255, -5.28733], [-0.10488, 2.19414, -3.89346], [0.28228, 0.91029, -4.04321], [0.48432, 2.85473, -4.93190], [0.52370, 2.79423, -2.58154], [1.36755, 3.79761, -2.92976], [-0.36706, 3.33444, -1.72949], [1.42663, 1.78043, -1.79209], [0.73062, 0.74651, -1.33283], [1.86893, 2.45969, -0.70016], [2.51026, 1.43992, -2.47977], [-3.90200, -2.75661, 4.99284], [-5.55350, -2.07486, 4.64437], [-4.33796, -1.04192, 5.40604], [-3.07207, -0.84824, 3.41029], [-4.80721, -0.62570, 2.98452], [-5.40422, -2.93918, 1.11746], [-4.94478, -1.23228, 1.01253], [-2.75682, -1.99987, 0.02131], [-3.46541, -3.63385, -0.16681], [-1.92047, 0.02711, -1.86810], [-1.77411, -0.27412, -3.66309], [-3.57095, 1.88688, -3.39970], [-2.51359, 2.22183, -2.05760], [-2.44092, 4.69616, -7.98048], [-2.22038, 5.87023, -7.05162], [-3.07039, 6.90312, -7.55959], [-4.38593, 6.23733, -8.20589], [-5.43098, 6.27984, -7.24957], [-4.54025, 6.73940, -9.52094], [-3.83895, 4.72547, -8.28401], [-1.88578, 4.81799, -8.91336], [-2.17066, 3.74810, -7.52063], [-1.18486, 6.20053, -7.03634], [-2.54205, 5.63612, -6.03426], [1.25429, -4.69772, 1.94409], [1.37881, -3.44486, 2.77901], [0.63176, -2.44633, 2.05870], [-0.59861, -3.15774, 1.30639], [-1.77565, -3.00217, 2.10207], [-0.55502, -2.78483, -0.06378], [-0.08913, -4.68331, 1.44621], [1.93324, -4.67743, 1.08799], [1.43561, -5.59850, 2.52639], [2.40637, -3.13548, 2.90551], [0.91401, -3.57773, 3.76899], [4.33506, -1.61614, -0.84624], [5.74415, -2.15457, -0.97937], [5.91915, -2.99529, 0.16786], [4.51160, -3.66696, 0.55174], [4.46788, -4.96826, -0.00679], [4.25522, -3.41448, 1.92678], [3.57233, -2.71161, -0.32964], [4.28801, -0.79664, -0.12548], [3.92645, -1.28407, -1.79772], [6.49237, -1.36655, -0.99448], [5.85061, -2.77347, -1.87313], [2.68214, 5.69099, 1.54128], [1.33839, 4.99626, 1.59056], [1.34547, 4.27857, 2.82804], [2.20582, 5.09826, 3.91382], [1.31837, 5.85485, 4.71815], [3.17470, 4.22566, 4.46652], [2.93376, 6.10316, 2.88751], [3.47460, 5.00146, 1.24102], [2.67975, 6.55008, 0.87471], [1.19121, 4.31851, 0.75447], [0.51915, 5.71878, 1.62157], [3.89953, -5.40178, 6.00187], [4.04454, -4.64258, 7.30399], [2.99970, -3.66352, 7.26961], [1.73614, -4.26090, 6.47788], [0.80334, -4.76158, 7.41686], [1.37196, -3.34002, 5.45782], [2.48565, -5.50910, 5.79457], [4.32633, -4.84250, 5.16592], [4.35277, -6.38898, 6.04464], [5.01516, -4.16347, 7.40061], [3.87290, -5.29223, 8.16529]], "gap_ev": 8.97, "total_charge": 0, "relative_energy_kcal_mol": 27.0, "energy_ev": -159876.7432, "lumo_ha": 0.000}

=====

3.
{"formula": "C20H33N2PPdSe4", "method": "ωB97M-V/def2-TZVPD", "elements": ["Pd", "Se", "Se", "C", "C", "C", "C", "C", "N", "C", "C", "C", "C", "C", "N", "H", "H", "H", "H", "H", "H", "H", "H", "C", "Se", "C", "C", "Se", "C", "H", "H", "H", "H", "H", "H", "H", "H", "H", "H", "C", "C", "P", "C", "C", "C", "C", "H", "H", "H", "H", "H", "H", "H", "H", "H", "H", "H", "H", "H", "H", "H"], "xyz": [[0.54418, -0.23379, 0.16269], [1.66324, -3.55571, 0.01662], [0.69684, -2.41541, -1.76952], [2.02510, -1.16596, -2.36387], [2.77098, -1.45813, -3.49226], [3.62685, -0.47566, -3.97839], [3.70070, 0.73668, -3.31903], [2.91649, 0.93402, -2.19172], [2.08426, 0.00574, -1.71802], [0.32495, -3.14259, 1.35637], [-0.10911, -4.23601, 2.09458], [-1.03011, -4.03540, 3.11012], [-1.49512, -2.75306, 3.35068], [-1.01204, -1.72329, 2.56783], [-0.11359, -1.90254, 1.59081], [2.68495, -2.41901, -3.97819], [4.22286, -0.66106, -4.86188], [4.35371, 1.52429, -3.66745], [2.94450, 1.87009, -1.64612], [0.25979, -5.22582, 1.86520], [-1.38486, -4.87229, 3.69682], [-2.21745, -2.54986, 4.12809], [-1.33442, -0.70319, 2.73516], [4.15923, 0.54750, 1.16537], [2.63381, -0.52139, 1.70554], [1.91922, 0.63963, 3.10224], [1.74038, 2.09023, 2.70684], [1.06004, 2.28487, 0.88195], [-0.19686, 3.73265, 1.21215], [4.77838, 0.70736, 2.04506], [3.85403, 1.49347, 0.72637], [4.71030, -0.04298, 0.43757], [2.57554, 0.55454, 3.96855], [0.96595, 0.17434, 3.34927], [2.67653, 2.64340, 2.74421], [1.03121, 2.57763, 3.37460], [-0.98323, 3.42704, 1.89725], [-0.61778, 4.03151, 0.25616], [0.36815, 4.56422, 1.62502], [-2.84505, -2.19872, -0.63947], [-2.44133, -1.05024, -1.56214], [-1.49023, 0.26087, -0.75410], [-2.56424, 0.92231, 0.54983], [-3.82967, 1.63827, 0.07030], [-1.19107, 1.53843, -2.01479], [-2.27238, 1.71667, -3.08560], [-3.39970, -2.94964, -1.19968], [-3.49138, -1.85604, 0.16905], [-1.97901, -2.68656, -0.19323], [-3.33030, -0.56506, -1.97382], [-1.85708, -1.40019, -2.41470], [-1.94386, 1.58448, 1.15754], [-2.82405, 0.07243, 1.18432], [-3.59281, 2.56786, -0.44471], [-4.45338, 1.88621, 0.92806], [-4.42934, 1.01891, -0.59613], [-0.23973, 1.27192, -2.48311], [-1.01038, 2.46837, -1.47122], [-2.36200, 0.83107, -3.71304], [-2.00048, 2.54708, -3.73598], [-3.25012, 1.93551, -2.66403]], "gap_ev": [6.80, 6.80], "total_charge": 2, "energy_ev": -298396.6972, "lumo_ha": [-0.253, -0.253]}